1.
Computed, not measured: the ion C5H12NO with charge +1, with ωB97M-V/def2-TZVPD.

Each line ends with the Löwdin charge.
Atoms and positions in Å:
C  2.160  -1.062  -1.207  0.185
N  0.992  -0.981  -0.725  0.054
C  -0.189  -0.323  -1.305  -0.123
C  -0.338  1.088  -0.715  -0.158
C  -0.434  1.184  0.803  -0.173
C  -1.236  0.101  1.493  -0.228
O  -0.377  -1.039  1.684  -0.089
H  3.035  -1.174  -0.581  0.128
H  2.283  -0.710  -2.232  0.129
H  0.878  -1.127  0.295  0.138
H  -0.120  -0.305  -2.387  0.135
H  -1.033  -0.943  -1.013  0.130
H  0.420  1.732  -1.167  0.122
H  -1.259  1.464  -1.176  0.130
H  -0.875  2.152  1.033  0.125
H  0.528  1.226  1.326  0.126
H  -1.503  0.472  2.477  0.124
H  -2.183  -0.161  1.016  0.129
H  -0.750  -1.594  2.380  0.114

HOMO energy: -14.71 eV
Structure (SMILES): C=[NH+]CCCCO
HOMO-LUMO gap: 0.36749 hartree
Total charge: +1

---

2.
Computed, not measured: a structure of composition C5H6O2, with ωB97M-V/def2-TZVPD.

Each line ends with the Löwdin charge.
Atoms and positions in Å:
C  -0.387  -0.678  1.327  -0.095
O  0.630  0.342  1.394  -0.061
C  0.735  0.937  0.132  -0.222
C  0.871  0.038  -1.096  -0.167
O  0.499  -1.302  -0.810  -0.011
C  -0.669  -0.769  -0.160  -0.211
C  -0.422  0.681  -0.721  -0.087
H  -1.290  -0.383  1.870  0.124
H  0.045  -1.559  1.828  0.137
H  1.173  1.920  0.118  0.153
H  1.516  0.202  -1.945  0.145
H  -1.606  -0.792  -0.688  0.149
H  -1.096  1.362  -1.251  0.147

HOMO energy: -8.77 eV
HOMO-LUMO gap: 0.35881 hartree
Total charge: 0

---

3.
Computed, not measured: a structure of composition C28H24N8O5ReS, with ωB97M-V/def2-TZVPD.

Each line ends with the Löwdin charge.
Atoms and positions in Å:
Re  0.868  -0.694  1.419  1.769
N  1.115  -2.913  1.734  -0.047
C  -0.227  -3.405  2.148  -0.108
C  -0.679  -2.506  3.289  -0.514
O  -1.244  -2.915  4.271  0.132
N  -0.314  -1.199  3.060  -0.142
C  -0.188  -0.330  4.185  -0.103
C  1.346  0.127  4.244  -0.578
O  1.761  0.632  5.245  0.140
O  1.949  -0.083  3.108  -0.165
H  1.446  -3.461  0.943  0.100
H  1.771  -3.089  2.494  0.133
H  -0.217  -4.440  2.482  0.141
H  -0.918  -3.295  1.310  0.122
H  -0.470  -0.792  5.126  0.135
H  -0.704  0.629  4.068  0.110
S  4.196  5.126  -2.083  1.120
N  2.800  5.051  -1.297  -0.191
C  2.674  3.820  -0.839  -0.295
C  1.581  3.320  -0.044  -0.053
C  0.554  4.122  0.465  0.070
C  -0.387  3.547  1.291  0.022
C  -0.320  2.185  1.554  -0.068
N  0.631  1.399  1.053  -0.024
C  1.601  1.962  0.286  -0.114
C  2.711  1.112  -0.078  -0.116
N  2.648  -0.174  0.341  -0.058
C  3.732  -0.938  0.212  -0.096
C  4.905  -0.490  -0.380  0.015
C  4.957  0.791  -0.887  0.072
C  3.836  1.616  -0.740  -0.051
C  3.781  2.987  -1.178  -0.297
N  4.704  3.617  -1.880  -0.191
H  0.528  5.176  0.221  0.142
H  -1.168  4.143  1.740  0.133
H  -1.053  1.710  2.187  0.099
H  3.674  -1.946  0.603  0.122
H  5.763  -1.146  -0.429  0.132
H  5.840  1.186  -1.372  0.142
O  -1.858  -2.307  -5.026  -0.032
C  -0.605  -2.778  -4.606  -0.194
C  -0.336  -2.282  -3.222  -0.137
C  0.869  -2.536  -2.576  0.023
C  1.052  -2.057  -1.305  -0.136
N  0.143  -1.341  -0.607  -0.026
C  -1.033  -1.073  -1.243  -0.150
C  -1.279  -1.548  -2.527  0.073
C  -2.115  -0.320  -0.578  -0.235
C  -3.141  0.293  -1.290  0.050
C  -4.207  0.859  -0.597  -0.149
C  -5.342  1.526  -1.342  -0.205
O  -6.359  2.001  -0.506  -0.032
C  -4.195  0.785  0.789  0.032
C  -3.114  0.181  1.412  -0.109
N  -2.092  -0.335  0.743  0.071
H  -2.078  -2.689  -5.880  0.114
H  0.205  -2.430  -5.259  0.146
H  -0.562  -3.874  -4.597  0.149
H  1.656  -3.102  -3.057  0.138
H  1.993  -2.264  -0.814  0.076
H  -2.230  -1.367  -3.001  0.121
H  -3.121  0.355  -2.370  0.131
H  -5.717  0.838  -2.108  0.140
H  -4.938  2.397  -1.865  0.142
H  -6.994  1.307  -0.302  0.109
H  -5.001  1.215  1.366  0.127
H  -3.084  0.101  2.494  0.121

⟨S²⟩: 3.77
HOMO energy (spin up / spin down): -13.72 / -14.01 eV
HOMO-LUMO gap (spin up / spin down): 0.25527 / 0.23327 hartree
Total charge: +2
2S+1: 4

---

4.
Computed, not measured: a structure of composition C15H15Cl5N2PdSi, with ωB97M-V/def2-TZVPD.

Each line ends with the Löwdin charge.
Atoms and positions in Å:
Pd  0.301  -0.600  0.423  0.918
C  -0.142  2.849  1.563  -0.019
C  -0.823  2.383  0.316  -0.312
C  -1.549  3.219  -0.508  -0.041
C  -2.138  2.699  -1.669  -0.060
C  -2.001  1.376  -2.010  -0.014
C  -1.261  0.555  -1.140  -0.426
N  -0.737  1.086  0.000  0.023
N  -0.927  -0.746  -1.209  -0.158
Si  -0.477  -1.809  -2.496  0.354
C  0.310  -3.239  -1.585  -0.188
C  0.814  -1.000  -3.575  -0.173
C  -1.919  -2.393  -3.522  -0.176
H  -0.235  3.928  1.667  0.082
H  0.915  2.580  1.540  0.085
H  -0.584  2.371  2.438  0.063
H  -1.659  4.262  -0.250  0.106
H  -2.703  3.362  -2.313  0.110
H  -2.423  0.957  -2.913  0.107
H  1.194  -2.896  -1.032  0.016
H  0.655  -4.018  -2.268  0.034
H  -0.384  -3.694  -0.876  0.031
H  1.647  -0.666  -2.951  0.027
H  0.424  -0.126  -4.102  0.028
H  1.207  -1.693  -4.323  0.032
H  -2.702  -2.825  -2.897  0.031
H  -1.579  -3.161  -4.222  0.031
H  -2.360  -1.585  -4.110  0.023
Cl  -1.450  -0.292  3.155  0.662
C  0.276  -0.194  3.374  -0.715
C  1.093  -0.291  2.258  -0.333
C  2.462  -0.246  2.480  -0.709
Cl  3.529  -0.418  1.109  0.640
C  3.015  -0.082  3.746  -0.713
Cl  4.720  -0.027  3.967  0.683
C  2.164  0.038  4.843  -0.707
Cl  2.814  0.250  6.421  0.686
C  0.783  -0.024  4.660  -0.710
Cl  -0.271  0.110  6.012  0.683

HOMO energy: -8.22 eV
HOMO-LUMO gap: 0.25982 hartree
Total charge: 0

---

5.
Computed, not measured: a structure of composition C16H20BeK3N4O4S, with ωB97M-V/def2-TZVPD.

Each line ends with the Löwdin charge.
Atoms and positions in Å:
K  5.073  2.303  -1.084  0.823
K  5.146  1.200  2.778  0.946
K  2.216  3.454  3.611  0.885
Be  2.225  4.477  -0.316  0.650
S  1.737  1.598  0.782  0.054
O  0.765  0.604  0.429  -0.353
O  2.654  1.279  1.836  -0.500
O  2.503  2.034  -0.337  -0.553
O  1.135  2.843  1.202  -0.523
N  -0.747  -1.448  -0.729  0.071
C  -1.736  -1.980  0.042  0.003
C  -2.671  -2.513  -0.817  -0.020
C  -2.180  -2.487  -2.098  -0.011
C  -1.042  -1.722  -2.026  -0.039
H  0.002  -0.865  -0.384  0.095
H  -1.721  -1.793  1.105  0.127
H  -3.612  -2.936  -0.497  0.134
H  -2.616  -2.873  -3.007  0.136
H  -0.346  -1.466  -2.811  0.122
N  0.180  -0.561  2.834  0.008
C  0.685  -1.676  3.446  -0.070
C  -0.142  -1.934  4.559  -0.053
C  -1.145  -1.017  4.495  -0.119
C  -0.961  -0.158  3.499  -0.111
H  0.675  -0.101  2.083  0.059
H  1.558  -2.193  3.075  0.116
H  -0.062  -2.836  5.147  0.118
H  -1.892  -0.909  5.268  0.125
H  -1.568  0.613  3.049  0.097
N  -1.822  1.594  0.158  0.066
C  -2.418  2.424  1.056  -0.051
C  -3.738  2.662  0.747  0.008
C  -3.954  1.941  -0.459  0.005
C  -2.767  1.270  -0.806  0.009
H  -0.888  1.230  0.275  0.076
H  -1.826  2.506  1.955  0.120
H  -4.488  3.178  1.328  0.128
H  -4.884  1.967  -1.007  0.125
H  -2.487  0.654  -1.648  0.118
N  1.995  -0.281  -2.790  0.002
C  1.885  -0.011  -4.108  -0.152
C  2.520  -0.927  -4.860  -0.086
C  3.200  -1.784  -3.995  -0.048
C  2.862  -1.354  -2.688  -0.105
H  1.591  0.111  -1.951  0.105
H  1.329  0.860  -4.423  0.125
H  2.584  -0.846  -5.935  0.121
H  3.972  -2.486  -4.272  0.110
H  3.221  -1.646  -1.712  0.102

HOMO energy: -14.59 eV
HOMO-LUMO gap: 0.07764 hartree
Total charge: +3

---

6.
Computed, not measured: an isolated molecule of C3H3N3S, with ωB97M-V/def2-TZVPD.

Each line ends with the Löwdin charge.
Atoms and positions in Å:
S  0.735  2.153  0.081  0.691
C  -0.111  0.515  -0.058  -0.680
C  0.133  -0.339  0.889  -0.224
N  0.162  -1.703  0.730  0.047
N  -0.249  -2.067  -0.472  -0.032
N  -0.678  -1.212  -1.427  0.056
C  -0.458  0.079  -1.223  -0.214
H  0.140  2.010  1.646  0.066
H  0.751  -0.322  1.884  0.149
H  -0.425  0.887  -2.049  0.143

HOMO energy: -9.96 eV
Structure (SMILES): Sc1cnnnc1
HOMO-LUMO gap: 0.33298 hartree
Total charge: 0

---

What is the total charge in the sixth record? 0

---

What is the formula in the second record? C5H6O2

---

Which value of total charge does entry 6 give? 0

---

Please write out number 4 again, unchanged.
Computed, not measured: a structure of composition C15H15Cl5N2PdSi, with ωB97M-V/def2-TZVPD.

Each line ends with the Löwdin charge.
Atoms and positions in Å:
Pd  0.301  -0.600  0.423  0.918
C  -0.142  2.849  1.563  -0.019
C  -0.823  2.383  0.316  -0.312
C  -1.549  3.219  -0.508  -0.041
C  -2.138  2.699  -1.669  -0.060
C  -2.001  1.376  -2.010  -0.014
C  -1.261  0.555  -1.140  -0.426
N  -0.737  1.086  0.000  0.023
N  -0.927  -0.746  -1.209  -0.158
Si  -0.477  -1.809  -2.496  0.354
C  0.310  -3.239  -1.585  -0.188
C  0.814  -1.000  -3.575  -0.173
C  -1.919  -2.393  -3.522  -0.176
H  -0.235  3.928  1.667  0.082
H  0.915  2.580  1.540  0.085
H  -0.584  2.371  2.438  0.063
H  -1.659  4.262  -0.250  0.106
H  -2.703  3.362  -2.313  0.110
H  -2.423  0.957  -2.913  0.107
H  1.194  -2.896  -1.032  0.016
H  0.655  -4.018  -2.268  0.034
H  -0.384  -3.694  -0.876  0.031
H  1.647  -0.666  -2.951  0.027
H  0.424  -0.126  -4.102  0.028
H  1.207  -1.693  -4.323  0.032
H  -2.702  -2.825  -2.897  0.031
H  -1.579  -3.161  -4.222  0.031
H  -2.360  -1.585  -4.110  0.023
Cl  -1.450  -0.292  3.155  0.662
C  0.276  -0.194  3.374  -0.715
C  1.093  -0.291  2.258  -0.333
C  2.462  -0.246  2.480  -0.709
Cl  3.529  -0.418  1.109  0.640
C  3.015  -0.082  3.746  -0.713
Cl  4.720  -0.027  3.967  0.683
C  2.164  0.038  4.843  -0.707
Cl  2.814  0.250  6.421  0.686
C  0.783  -0.024  4.660  -0.710
Cl  -0.271  0.110  6.012  0.683

HOMO energy: -8.22 eV
HOMO-LUMO gap: 0.25982 hartree
Total charge: 0